1.
Computed, not measured: an isolated ion of composition C3H8N3 and charge +1, with ωB97M-V/def2-TZVPD.

Results
Kohn-Sham gap in eV: 8.3
SMILES: C[N+]1=NCNC1
Largest force on an atom in eV/Å: 5.72
Net charge: +1

Geometry (Å):
C1 0.02 -1.80 0.25
C2 -0.41 0.30 0.90
C3 0.70 1.32 -1.10
N1 0.68 -0.96 -0.62
N2 -0.56 -1.05 1.28
N3 0.39 0.24 -0.27
H1 -0.82 -2.05 -0.67
H2 0.59 -2.82 0.50
H3 -1.39 0.72 0.63
H4 -0.02 1.01 1.60
H5 0.70 2.16 -0.39
H6 -0.11 1.38 -1.87
H7 1.62 1.17 -1.56
H8 -0.81 -1.48 2.18

Löwdin charges in e:
1. C -0.229
2. C -0.152
3. C 0.036
4. N 0.210
5. N 0.023
6. N -0.136
7. H 0.220
8. H 0.196
9. H 0.152
10. H 0.144
11. H 0.124
12. H 0.142
13. H 0.099
14. H 0.168

---

2.
Computed, not measured: an isolated ion of composition C3H8N3 and charge +1, with ωB97M-V/def2-TZVPD.

Results
Kohn-Sham gap in eV: 9.4
SMILES: C=[N+]1CNCN1
Largest force on an atom in eV/Å: 4.91
Net charge: +1

Geometry (Å):
C1 0.03 -0.11 -1.16
C2 1.01 1.07 0.56
C3 -1.80 -1.13 0.19
N1 1.29 0.42 -0.71
N2 -0.70 -0.40 0.22
N3 -0.09 0.33 1.20
H1 -0.55 0.52 -1.75
H2 0.21 -1.04 -1.69
H3 1.82 1.01 1.11
H4 0.73 2.09 0.41
H5 -2.03 -1.66 -0.74
H6 -2.37 -1.15 1.05
H7 2.25 -0.01 -0.84
H8 0.20 0.05 2.15

Löwdin charges in e:
1. C -0.060
2. C -0.159
3. C 0.202
4. N -0.017
5. N -0.083
6. N 0.073
7. H 0.119
8. H 0.141
9. H 0.084
10. H 0.124
11. H 0.124
12. H 0.089
13. H 0.177
14. H 0.187

---

3.
Computed, not measured: an isolated ion of composition C3H8N3 and charge +1, with ωB97M-V/def2-TZVPD.

Results
Kohn-Sham gap in eV: 11.7
SMILES: C1NC[N@@H+]2CN12
Largest force on an atom in eV/Å: 2.12
Net charge: +1

Geometry (Å):
C1 0.50 -1.26 -0.29
C2 0.82 0.99 -0.22
C3 -1.44 -0.04 0.62
N1 1.30 -0.22 0.32
N2 -0.84 -0.69 -0.49
N3 -0.64 0.72 -0.50
H1 0.88 -1.49 -1.29
H2 0.46 -2.17 0.31
H3 0.96 1.86 0.43
H4 1.26 1.19 -1.21
H5 -2.52 0.08 0.58
H6 -0.97 0.01 1.59
H7 1.37 -0.26 1.33
H8 -1.15 1.28 -1.18

Löwdin charges in e:
1. C -0.141
2. C -0.115
3. C 0.062
4. N -0.006
5. N -0.016
6. N 0.041
7. H 0.139
8. H 0.147
9. H 0.148
10. H 0.145
11. H 0.134
12. H 0.136
13. H 0.131
14. H 0.197

---

4.
Computed, not measured: an isolated ion of composition C3H8N3 and charge +1, with ωB97M-V/def2-TZVPD.

Results
Kohn-Sham gap (spin up / spin down) in eV: 7.8 / 9.4
Largest force on an atom in eV/Å: 5.42
Spin multiplicity: 3
<S²>: 2.01
Net charge: +1

Geometry (Å):
C1 1.04 1.20 0.10
C2 1.12 -1.09 0.05
C3 -1.23 -0.12 0.16
N1 2.51 0.61 0.01
N2 2.40 -0.59 0.05
N3 0.20 0.07 -0.26
H1 0.89 1.55 1.12
H2 0.86 2.17 -0.39
H3 0.96 -1.84 -0.89
H4 1.06 -1.61 0.97
H5 -1.14 -0.10 1.27
H6 -1.75 0.84 -0.01
H7 -1.73 -1.04 -0.23
H8 0.22 0.27 -1.26

Löwdin charges in e:
1. C -0.057
2. C -0.137
3. C 0.050
4. N 0.093
5. N 0.003
6. N -0.122
7. H 0.135
8. H 0.149
9. H 0.194
10. H 0.135
11. H 0.118
12. H 0.116
13. H 0.138
14. H 0.185

---

5.
Computed, not measured: an isolated ion of composition C3H8N3O and charge -1, with ωB97M-V/def2-TZVPD.

Results
Kohn-Sham gap (spin up / spin down) in eV: 7.2 / 7.2
SMILES: CC(C)[N-][N+]([NH-])=O
Largest force on an atom in eV/Å: 4.59
Net charge: -1

Geometry (Å):
C1 -1.21 -1.23 0.51
C2 -0.52 1.08 0.97
C3 -0.51 0.00 -0.06
N1 2.62 0.02 -1.75
N2 0.84 -0.48 -0.29
N3 1.50 0.40 -1.32
O1 0.97 1.43 -1.72
H1 -2.12 -0.92 0.97
H2 -1.17 -2.22 -0.06
H3 -0.51 -1.49 1.43
H4 -1.17 1.89 0.70
H5 0.41 1.45 1.03
H6 -0.81 0.66 1.90
H7 -1.17 0.31 -0.96
H8 2.87 -0.90 -1.33

Löwdin charges in e:
1. C -0.146
2. C -0.114
3. C -0.597
4. N -0.002
5. N -0.013
6. N -0.514
7. O -0.119
8. H 0.035
9. H 0.076
10. H 0.089
11. H 0.064
12. H 0.027
13. H 0.049
14. H 0.137
15. H 0.026

---

6.
Computed, not measured: a 2-piece molecular cluster, C3H8N3O overall, with ωB97M-V/def2-TZVPD.

Results
Kohn-Sham gap in eV: 10.6
Largest force on an atom in eV/Å: 6.72
Net charge: +1

Geometry (Å):
C1 -0.75 -0.80 -1.36
C2 1.58 0.42 0.73
C3 -0.42 0.58 2.35
N1 2.43 0.14 -0.10
N2 0.57 0.28 1.32
N3 -1.79 -0.43 -2.11
O1 0.27 -0.14 -1.46
H1 -0.99 -1.76 -0.82
H2 -0.95 -0.31 2.70
H3 0.05 1.04 3.16
H4 -1.10 1.24 1.89
H5 3.37 0.35 -0.12
H6 1.89 -0.08 -1.05
H7 -2.69 -0.81 -2.23
H8 -1.47 0.27 -2.88

Löwdin charges in e:
1. C -0.367
2. C -0.144
3. C 0.007
4. N 0.226
5. N 0.174
6. N 0.142
7. O -0.053
8. H 0.161
9. H 0.103
10. H 0.090
11. H 0.084
12. H 0.119
13. H 0.177
14. H 0.101
15. H 0.180

---

7.
Computed, not measured: an isolated ion of composition C3H8N3O and charge +1, with ωB97M-V/def2-TZVPD.

Results
Kohn-Sham gap (spin up / spin down) in eV: 5.2 / 9.4
Largest force on an atom in eV/Å: 6.01
Net charge: +1

Geometry (Å):
C1 1.58 0.32 -0.17
C2 0.04 -1.49 -0.37
C3 -2.41 1.04 0.15
N1 1.22 -0.89 0.10
N2 -1.57 0.21 -0.47
N3 2.66 0.96 0.10
O1 -1.04 -0.79 0.25
H1 0.03 -1.68 -1.53
H2 -0.09 -2.51 0.14
H3 -2.27 2.10 -0.34
H4 -3.40 0.72 -0.24
H5 -2.49 0.99 1.22
H6 1.49 -1.60 0.83
H7 3.46 0.77 0.78
H8 2.79 1.86 -0.46

Löwdin charges in e:
1. C -0.109
2. C -0.193
3. C -0.101
4. N 0.011
5. N 0.052
6. N 0.123
7. O -0.054
8. H 0.187
9. H 0.168
10. H 0.163
11. H 0.134
12. H 0.100
13. H 0.191
14. H 0.170
15. H 0.157

---

8.
Computed, not measured: C3H8N3O as an isolated structure, with ωB97M-V/def2-TZVPD.

Results
Kohn-Sham gap in eV: 10.6
Largest force on an atom in eV/Å: 3.09
Net charge: +1

Geometry (Å):
C1 -1.45 -0.24 0.24
C2 -0.01 1.34 -0.20
C3 0.09 -0.21 -0.23
N1 -1.44 1.15 0.09
N2 0.39 -0.66 -1.45
N3 1.16 -0.95 1.11
O1 -2.22 -1.13 0.23
H1 0.46 1.89 0.61
H2 0.37 1.80 -1.13
H3 -2.12 1.79 0.48
H4 0.71 -0.16 -2.23
H5 -0.21 -1.42 -1.77
H6 1.76 -0.20 1.46
H7 1.93 -1.63 0.89
H8 0.60 -1.38 1.89

Löwdin charges in e:
1. C -0.394
2. C -0.072
3. C -0.257
4. N 0.118
5. N 0.168
6. N 0.199
7. O 0.167
8. H 0.120
9. H 0.131
10. H 0.162
11. H 0.110
12. H 0.137
13. H 0.116
14. H 0.145
15. H 0.149

---

9.
Computed, not measured: an isolated ion of composition C3H8N3O and charge +1, with ωB97M-V/def2-TZVPD.

Results
Kohn-Sham gap in eV: 10.7
SMILES: N/C=[NH+]/CC(N)=O
Largest force on an atom in eV/Å: 3.53
Net charge: +1

Geometry (Å):
C1 -1.70 0.04 -0.20
C2 1.78 0.42 -0.03
C3 0.63 -0.59 -0.04
N1 -2.68 0.94 -0.08
N2 3.01 -0.03 0.10
N3 -0.53 0.25 0.34
O1 1.52 1.66 -0.11
H1 -1.93 -0.95 -0.61
H2 0.78 -1.43 0.81
H3 0.42 -1.01 -1.02
H4 -3.58 0.50 -0.23
H5 -2.38 1.70 0.62
H6 3.21 -1.02 0.16
H7 3.78 0.64 -0.31
H8 -0.09 1.16 0.53

Löwdin charges in e:
1. C -0.136
2. C -0.508
3. C -0.057
4. N 0.176
5. N 0.180
6. N 0.047
7. O 0.018
8. H 0.173
9. H 0.186
10. H 0.132
11. H 0.138
12. H 0.185
13. H 0.124
14. H 0.207
15. H 0.136

---

10.
Computed, not measured: a 3-piece molecular cluster, C3H8N3O overall, with ωB97M-V/def2-TZVPD.

Results
Kohn-Sham gap in eV: 10.5
Largest force on an atom in eV/Å: 3.50
Net charge: +1

Geometry (Å):
C1 -1.24 -1.68 -1.39
C2 -0.70 -2.15 0.65
C3 1.67 2.88 -0.40
N1 -1.38 -2.57 -0.42
N2 -0.40 -0.71 -0.89
N3 -0.08 -0.97 0.36
O1 0.96 1.88 -0.50
H1 -1.76 -1.89 -2.37
H2 0.50 -0.28 0.76
H3 -0.66 -2.72 1.49
H4 2.37 2.91 0.45
H5 -0.46 0.41 2.39
H6 1.55 3.69 -1.20
H7 -0.16 0.16 -1.29
H8 -0.20 1.04 2.34

Löwdin charges in e:
1. C -0.021
2. C -0.034
3. C -0.048
4. N 0.117
5. N 0.102
6. N 0.115
7. O -0.086
8. H 0.176
9. H 0.110
10. H 0.117
11. H 0.094
12. H 0.043
13. H 0.122
14. H 0.133
15. H 0.060

---

11.
Computed, not measured: an isolated ion of composition C3H8N3O and charge +1, with ωB97M-V/def2-TZVPD.

Results
Kohn-Sham gap (spin up / spin down) in eV: 6.2 / 5.7
Largest force on an atom in eV/Å: 5.78
Spin multiplicity: 3
<S²>: 2.01
Net charge: +1

Geometry (Å):
C1 -0.22 0.04 -0.63
C2 -1.37 0.22 0.37
C3 1.17 0.08 -0.12
N1 1.53 1.33 0.26
N2 1.89 -1.08 -0.23
N3 -2.54 -0.50 0.08
O1 -0.94 1.24 -0.54
H1 -0.17 -0.66 -1.54
H2 -1.04 0.56 1.42
H3 0.93 2.12 0.12
H4 2.23 1.39 0.96
H5 2.84 -1.02 -0.07
H6 1.41 -2.00 -0.25
H7 -2.97 -0.86 0.96
H8 -2.74 -0.87 -0.79

Löwdin charges in e:
1. C -0.163
2. C -0.216
3. C -0.399
4. N 0.145
5. N 0.147
6. N 0.308
7. O 0.070
8. H 0.183
9. H 0.213
10. H 0.105
11. H 0.105
12. H 0.082
13. H 0.131
14. H 0.177
15. H 0.112

---

12.
Computed, not measured: an isolated ion of composition C3H8N3S and charge +1, with ωB97M-V/def2-TZVPD.

Results
Kohn-Sham gap in eV: 10.0
SMILES: C[N@@H+]1N=C(N)CS1
Largest force on an atom in eV/Å: 3.31
Net charge: +1

Geometry (Å):
C1 -1.09 0.25 0.18
C2 -0.40 1.54 -0.22
C3 1.82 -1.32 -0.42
N1 -0.36 -0.71 0.61
N2 -2.41 0.17 0.08
N3 0.97 -0.46 0.66
S1 1.30 1.37 0.34
H1 -0.44 1.66 -1.31
H2 -0.86 2.40 0.26
H3 1.50 -1.00 -1.40
H4 2.87 -1.11 -0.24
H5 1.58 -2.36 -0.24
H6 -2.96 0.95 -0.23
H7 -2.87 -0.69 0.32
H8 1.36 -0.69 1.59

Löwdin charges in e:
1. C -0.435
2. C -0.368
3. C 0.032
4. N 0.052
5. N 0.199
6. N -0.351
7. S 0.989
8. H 0.098
9. H 0.094
10. H 0.087
11. H 0.086
12. H 0.094
13. H 0.133
14. H 0.136
15. H 0.154